Entry 1:
C28H54AsO4SSiV | wB97M-V/def2-TZVPD

XYZ file:
```
90
Properties=species:S:1:pos:R:3:forces:R:3:mulliken_spin:R:1
V 0.4067 1.0329 -0.0150 1.800 -4.096 0.446 2.576
C 3.5874 0.7976 -0.4833 0.059 0.149 0.027 0.107
C 3.1979 -0.6286 -0.8081 -0.293 -0.156 0.046 -0.048
C 3.5187 -0.9533 -2.2559 -0.047 -0.048 -0.157 0.000
C 3.8663 -1.6038 0.1395 0.024 -0.202 0.112 -0.006
O 1.7390 -0.6869 -0.5835 0.047 0.201 0.025 -0.015
Si 0.5647 -1.8740 -0.8802 -0.295 -0.065 0.142 0.028
S -1.0926 -0.6462 -0.4426 -0.463 -0.574 0.102 -0.022
O 0.7043 -3.2046 0.0358 0.159 0.174 0.053 -0.005
C 0.3594 -3.6914 1.3572 -0.022 0.039 -0.233 -0.007
C 1.2729 -4.8782 1.5917 0.123 -0.218 0.028 0.000
C 0.6111 -2.6277 2.4097 -0.010 0.128 0.086 0.012
C -1.1003 -4.1170 1.3391 -0.163 -0.051 0.015 -0.001
O 0.7226 -2.3290 -2.4245 0.101 -0.102 -0.088 0.037
C 0.1818 -3.4533 -3.1896 -0.019 0.232 0.262 0.003
C 0.3333 -3.0567 -4.6440 -0.020 0.115 -0.196 0.000
C 0.9978 -4.7006 -2.8903 0.115 -0.056 0.058 0.000
C -1.2864 -3.6412 -2.8275 -0.076 -0.046 0.132 -0.002
H 4.6622 0.9406 -0.6047 -0.040 -0.010 -0.001 0.002
H 3.3327 1.0413 0.5505 -0.008 0.013 0.070 -0.030
H 3.0829 1.4971 -1.1551 -0.008 0.043 -0.040 0.003
H 4.5839 -0.7762 -2.4324 -0.117 -0.024 0.005 -0.001
H 2.9397 -0.3188 -2.9329 0.065 -0.051 0.062 0.000
H 3.2931 -1.9949 -2.4944 0.012 0.114 0.050 0.000
H 4.9506 -1.5728 0.0006 -0.100 -0.013 0.022 0.000
H 3.5227 -2.6268 -0.0465 0.041 0.133 0.009 0.001
H 3.6432 -1.3470 1.1789 0.020 -0.027 -0.076 -0.002
H 2.3192 -4.5568 1.6243 -0.126 -0.048 -0.009 0.000
H 1.1581 -5.6082 0.7858 0.012 0.063 0.089 0.000
H 1.0271 -5.3660 2.5396 0.047 0.048 -0.094 0.000
H 1.6453 -2.2823 2.3496 -0.039 -0.015 0.010 -0.005
H 0.4459 -3.0496 3.4088 0.024 0.086 -0.165 -0.001
H -0.0610 -1.7747 2.2776 0.043 -0.036 -0.028 0.017
H -1.2587 -4.8967 0.5860 0.020 0.115 0.110 0.000
H -1.7465 -3.2640 1.1066 0.076 -0.099 0.022 0.000
H -1.3925 -4.5200 2.3170 0.062 0.078 -0.185 0.000
H 1.3873 -2.8934 -4.8836 -0.093 -0.003 0.011 0.000
H -0.2177 -2.1333 -4.8457 0.049 -0.102 0.006 0.000
H -0.0540 -3.8452 -5.2970 0.056 0.095 0.088 0.000
H 2.0371 -4.5645 -3.2103 -0.147 -0.012 0.061 0.000
H 0.5813 -5.5533 -3.4344 0.053 0.077 0.035 0.000
H 0.9859 -4.9283 -1.8227 -0.021 0.025 -0.077 0.000
H -1.8331 -2.7003 -2.9470 0.068 -0.107 -0.001 0.001
H -1.3963 -3.9798 -1.7885 0.030 0.081 -0.181 0.000
H -1.7432 -4.3935 -3.4778 0.063 0.077 0.082 0.000
C 2.2306 4.1779 1.6892 -0.095 0.002 0.152 0.014
C 0.9568 3.7385 2.4152 0.152 -0.046 -0.293 0.007
As 0.6798 1.8019 2.4262 -0.350 0.192 0.191 0.090
C 1.9493 1.4264 3.8459 0.136 -0.367 -0.104 0.003
C 2.3777 -0.0182 4.0599 0.014 0.015 0.100 0.008
C -1.0348 1.7530 3.3773 -0.069 -0.266 -0.206 -0.024
C -1.8629 0.4741 3.2188 0.036 0.133 0.304 0.034
H 2.3472 5.2611 1.7363 -0.005 -0.004 0.022 0.000
H 2.2195 3.8938 0.6388 -0.054 -0.046 -0.086 -0.002
H 3.1252 3.7412 2.1348 -0.001 -0.008 0.035 0.001
H 0.0735 4.1906 1.9666 -0.051 0.035 -0.042 -0.012
H 0.9715 4.0404 3.4551 0.030 0.151 0.278 -0.002
H 1.4625 1.8330 4.7257 0.005 0.069 0.262 0.003
H 2.8050 2.0572 3.6290 0.214 0.072 0.008 -0.002
H 1.5334 -0.6643 4.3052 0.013 0.033 -0.020 0.000
H 3.0901 -0.0732 4.8877 -0.075 -0.021 -0.074 0.000
H 2.8689 -0.4292 3.1767 -0.026 0.035 -0.007 -0.006
H -1.5818 2.6188 3.0060 -0.110 0.045 -0.058 -0.008
H -0.8039 1.9447 4.4201 -0.011 0.070 0.214 -0.002
H -2.0103 0.2034 2.1796 0.006 0.007 -0.225 -0.005
H -2.8509 0.6110 3.6696 0.140 -0.018 -0.014 0.002
H -1.3912 -0.3775 3.7152 0.005 0.075 -0.010 0.000
C -6.1734 2.5139 -2.0526 0.109 0.041 0.013 -0.002
C -4.7344 2.8453 -1.7469 -0.127 -0.082 -0.062 0.027
C -3.6946 2.2032 -2.4134 -0.067 -0.084 -0.049 -0.014
C -2.3635 2.4473 -2.1135 0.119 -0.228 -0.120 0.058
C -1.2917 1.7952 -2.9588 -0.141 0.304 -0.041 0.029
C -2.0780 3.3832 -1.0996 0.346 0.035 0.126 0.106
C -0.7201 3.6501 -0.6653 0.596 -1.369 0.140 0.024
O 0.1142 2.7061 -0.3947 -1.933 4.859 -1.383 -0.037
C -3.1075 4.0982 -0.4599 -0.122 0.304 0.097 0.052
C -2.7939 5.1510 0.5850 -0.010 -0.095 -0.142 0.009
C -4.4197 3.8045 -0.7864 -0.056 0.136 0.143 -0.013
H -6.2630 1.9012 -2.9499 0.034 0.047 0.050 0.000
H -6.7663 3.4203 -2.1913 0.054 -0.041 0.013 0.002
H -6.6180 1.9584 -1.2222 0.045 0.036 -0.035 0.003
H -3.9304 1.4923 -3.2018 0.030 0.095 0.101 0.001
H -1.7444 1.2709 -3.7972 -0.051 0.042 -0.042 0.000
H -0.7116 1.0501 -2.4266 0.021 -0.109 0.152 0.020
H -0.6034 2.5389 -3.3598 0.025 0.076 -0.034 -0.003
H -0.3707 4.6624 -0.4995 0.139 0.160 0.012 0.000
H -2.2223 4.7417 1.4210 -0.029 -0.024 -0.010 -0.005
H -3.7089 5.5760 0.9922 -0.011 -0.022 -0.032 0.000
H -2.2099 5.9756 0.1626 -0.054 -0.069 0.003 0.002
H -5.2228 4.3388 -0.2814 0.120 -0.096 -0.063 0.001
```
Positions in Å, forces in eV/Å.

Output
DFT total energy = -143342.0754 eV
ΔE to the lowest compared entry with this formula, charge and spin = 0.00 kJ/mol
F_max = 5.41 eV Å⁻¹
LUMO level (alpha / beta) = -3.6 / -3.7 eV
HOMO-LUMO gap (alpha / beta) = 6.832 / 7.713 eV
Charge = +1
Multiplicity = 4

Entry 2:
C4H11NO2 | wB97M-V/def2-TZVPD

XYZ file:
```
18
Properties=species:S:1:pos:R:3:forces:R:3:nbo_charge:R:1
O -0.6095 1.3306 1.8128 -0.294 0.057 0.090 -0.513
C -0.4541 0.1979 1.4534 0.932 -0.060 -0.063 0.428
C 0.7698 -0.2477 0.6117 -1.034 0.616 -0.051 -0.159
C 1.0886 0.8968 -0.3903 -0.349 -0.755 -0.159 -0.394
C 2.0011 0.4137 -1.5184 -0.154 -0.241 0.199 -0.607
N 0.4913 -1.5004 -0.0838 0.095 -0.124 0.233 -0.836
H -1.1652 -0.6127 1.7188 -0.116 0.053 -0.013 0.110
H 1.5723 -0.3297 1.3448 0.280 -0.389 -0.169 0.212
H 1.4577 1.7458 0.1711 0.135 0.164 -0.019 0.222
H 0.1201 1.1780 -0.8173 0.117 0.296 -0.035 0.189
H 2.8016 -0.2055 -1.1082 0.147 0.151 -0.145 0.205
H 1.4195 -0.2311 -2.1703 0.048 -0.183 -0.048 0.214
H 2.4089 1.1931 -2.1573 0.073 0.273 0.264 0.209
H -0.4724 -1.4984 -0.3994 0.021 -0.047 -0.147 0.351
H 0.5919 -2.3238 0.4993 0.084 0.189 0.072 0.367
H -3.4038 0.3084 -0.0358 0.113 0.151 0.090 0.465
H -4.7120 -0.3336 0.3364 0.005 -0.004 0.202 0.468
O -3.9058 0.0186 0.7326 -0.104 -0.146 -0.301 -0.931
```
Positions in Å, forces in eV/Å.

Output
SMILES = CC[C@H](N)C=O.O
DFT total energy = -9910.8434 eV
ΔE to the lowest compared entry with this formula, charge and spin = 134.93 kJ/mol
F_max = 1.20 eV Å⁻¹
LUMO level = 0.6 eV
HOMO-LUMO gap = 9.788 eV
Charge = 0
Multiplicity = 1